{"formula": "C45H53F3N3O12S3Y", "method": "wB97M-V/def2-TZVPD", "symbols": ["Y", "C", "C", "C", "C", "C", "C", "C", "N", "C", "C", "C", "C", "C", "C", "O", "C", "C", "C", "C", "C", "C", "C", "C", "C", "O", "C", "C", "C", "C", "C", "C", "H", "H", "H", "H", "H", "H", "H", "H", "H", "H", "H", "H", "H", "H", "H", "H", "H", "H", "H", "H", "H", "H", "H", "H", "H", "H", "H", "H", "H", "H", "H", "H", "H", "H", "H", "H", "H", "H", "H", "H", "C", "C", "C", "C", "C", "C", "C", "S", "O", "O", "N", "C", "C", "O", "O", "H", "H", "H", "H", "H", "H", "H", "H", "H", "F", "C", "F", "F", "S", "O", "O", "O", "O", "S", "O", "N", "C", "O", "C", "C", "C", "C", "C", "C", "H", "H", "H", "H"], "xyz": [[0.16958, -0.85011, -1.65207], [-2.14206, -1.06915, 5.93337], [-1.43386, 0.17833, 5.38734], [0.00357, 0.17661, 5.90526], [-2.13372, 1.43272, 5.92873], [-1.48976, 0.17666, 3.86329], [-0.38703, 0.15587, 3.07380], [-0.49917, 0.09113, 1.65535], [0.52413, 0.09424, 0.79290], [1.69106, 0.69199, 1.02364], [1.92464, 1.72316, 1.98334], [3.12317, 2.35026, 2.04729], [4.17474, 1.90532, 1.17312], [4.04102, 0.98625, 0.18542], [2.72235, 0.36587, 0.03531], [2.44657, -0.44150, -0.86618], [5.24276, 0.70441, -0.72658], [5.68026, 2.03239, -1.36140], [6.38620, 0.15382, 0.13649], [4.99692, -0.28518, -1.86891], [3.39113, 3.51821, 2.99189], [4.14001, 4.64298, 2.26464], [2.08965, 4.10382, 3.54230], [4.24692, 3.02663, 4.16741], [-1.80404, -0.01512, 1.01861], [-1.88804, -0.10720, -0.22125], [-2.98687, 0.06702, 1.88997], [-2.78018, 0.16562, 3.22797], [-4.38344, -0.01369, 1.28258], [-4.57956, 1.01356, 0.15547], [-5.46412, 0.25392, 2.33458], [-4.58128, -1.42855, 0.72367], [-2.10595, -1.08038, 7.02671], [-1.66257, -1.97613, 5.56313], [-3.18880, -1.10181, 5.63136], [-0.00237, 0.19491, 6.99786], [0.56106, 1.04802, 5.55714], [0.54598, -0.71481, 5.58798], [-2.09817, 1.44491, 7.02197], [-3.18061, 1.47365, 5.62744], [-1.64512, 2.33539, 5.55809], [0.60363, 0.11344, 3.50113], [1.08820, 2.07100, 2.56807], [5.13836, 2.39041, 1.27358], [6.04473, 2.74429, -0.61662], [4.84979, 2.49205, -1.89638], [6.48974, 1.84586, -2.07135], [6.64906, 0.83554, 0.94812], [7.27504, 0.00167, -0.48084], [6.11129, -0.80694, 0.57461], [4.23471, 0.06268, -2.55850], [4.70096, -1.27024, -1.51679], [5.93474, -0.37929, -2.42661], [3.62426, 4.93306, 1.34849], [5.15621, 4.35610, 1.99576], [4.20975, 5.51878, 2.91553], [1.41494, 4.39995, 2.73847], [2.31248, 4.98468, 4.14897], [1.56043, 3.39365, 4.17990], [5.18711, 2.60029, 3.81298], [3.72001, 2.25411, 4.72957], [4.48124, 3.85207, 4.84535], [-3.64439, 0.21437, 3.87819], [-4.35070, 2.02361, 0.50612], [-5.62780, 0.99455, -0.15496], [-3.95422, 0.79612, -0.70372], [-5.34625, 1.23436, 2.80188], [-5.47664, -0.50377, 3.12133], [-6.43992, 0.22904, 1.84457], [-3.83991, -1.65904, -0.03799], [-5.56731, -1.50957, 0.25641], [-4.51397, -2.16547, 1.52806], [-2.73340, -8.95865, -2.28472], [-2.54133, -7.46911, -2.19489], [-3.40875, -6.59353, -2.83753], [-3.22685, -5.22053, -2.75303], [-2.16741, -4.71342, -2.01641], [-1.29114, -5.57029, -1.36566], [-1.48431, -6.93857, -1.46178], [-1.92825, -2.95414, -1.96437], [-1.26033, -2.69710, -0.66765], [-3.24341, -2.36043, -2.07975], [-0.98671, -2.50778, -3.11169], [0.05438, -3.47317, -3.53795], [1.13964, -3.75929, -2.49592], [1.68816, -4.85971, -2.46737], [1.36312, -2.78742, -1.69510], [-3.49363, -9.21601, -3.02326], [-3.04635, -9.37938, -1.32609], [-1.80534, -9.45660, -2.57062], [-4.23691, -6.99010, -3.41506], [-3.90135, -4.53490, -3.24535], [-0.45662, -5.16880, -0.81001], [-0.78365, -7.60369, -0.97050], [0.54450, -3.04297, -4.41481], [-0.38876, -4.42545, -3.84767], [0.56548, 1.85358, -5.34096], [0.77636, 0.61644, -5.81529], [1.20930, 0.74314, -7.08840], [-0.40073, -0.01215, -5.84984], [2.02355, -0.29298, -4.81817], [3.18200, 0.55586, -4.86426], [2.09025, -1.57925, -5.45615], [1.38907, -0.32036, -3.49136], [0.01331, 4.31049, -2.07713], [0.72097, 3.10053, -1.10068], [2.14019, 3.22050, -1.40418], [0.15947, 1.73864, -1.76548], [-0.87601, 1.63554, -2.60512], [-1.30309, 0.50016, -2.89659], [-1.51669, 2.82919, -3.19864], [-2.58583, 2.68164, -4.07444], [-3.16624, 3.78821, -4.66746], [-2.66471, 5.05569, -4.38268], [-1.59946, 5.22037, -3.51683], [-1.02788, 4.09821, -2.92145], [-2.92594, 1.67478, -4.27701], [-3.99494, 3.66717, -5.35228], [-3.11190, 5.92905, -4.84357], [-1.19242, 6.19517, -3.28721]], "mulliken_charge": [0.874, -1.730, 2.066, -1.980, -1.717, -0.510, 0.160, -1.446, 0.472, -0.944, -0.372, 0.137, -0.255, -0.169, 0.635, -0.934, 2.632, -1.769, -1.865, -2.506, 1.971, -1.820, -1.899, -1.635, 0.601, 0.321, -0.591, -0.009, 2.711, -1.841, -2.495, -1.697, 0.467, 0.364, 0.298, 0.463, 0.169, 0.373, 0.486, 0.293, 0.321, 1.071, 0.735, 0.291, 0.352, 0.308, 0.516, 0.261, 0.460, 0.394, 0.454, 0.379, 0.576, 0.305, 0.364, 0.488, 0.373, 0.473, 0.181, 0.291, 0.255, 0.474, 0.358, 0.342, 0.488, 0.217, 0.432, 0.377, 0.471, 0.361, 0.408, 0.263, -1.456, 1.268, -0.757, -0.706, -0.699, 0.065, -1.030, 1.859, -0.646, -0.779, -0.284, -0.707, 0.816, -0.852, -0.584, 0.339, 0.288, 0.342, 0.260, 0.449, 0.480, 0.345, 0.442, 0.261, -0.217, 0.643, -0.269, -0.237, 1.502, -0.728, -0.801, -0.508, -0.672, 0.445, -0.534, -1.049, 2.233, -1.078, 0.429, -0.490, -0.991, -0.294, -0.753, 0.559, 0.493, 0.420, 0.361, 0.475], "orbital_gap_ev": [5.93, 5.76], "relative_energy_ev": 0.1619, "max_force_ev_per_a": 0.95, "homo_ev": [-2.752, -2.664], "energy_ev": -118276.699, "charge": -2}



{"formula": "C45H53F3N6O8S", "method": "wB97M-V/def2-TZVPD", "symbols": ["C", "C", "C", "C", "C", "C", "C", "C", "C", "C", "C", "C", "C", "C", "N", "C", "C", "N", "C", "C", "C", "C", "C", "C", "C", "C", "C", "C", "C", "C", "C", "C", "C", "C", "C", "C", "C", "C", "N", "O", "O", "C", "C", "H", "H", "H", "H", "H", "H", "H", "H", "H", "H", "H", "H", "H", "H", "H", "H", "H", "H", "H", "H", "H", "H", "H", "H", "H", "H", "H", "H", "H", "H", "H", "H", "H", "H", "H", "H", "H", "H", "H", "H", "H", "H", "H", "H", "H", "H", "H", "H", "H", "H", "H", "O", "S", "O", "C", "F", "F", "F", "C", "C", "C", "N", "O", "O", "N", "C", "C", "N", "O", "O", "C", "H", "H"], "xyz": [[-1.70190, -0.04659, -2.87550], [-0.84340, 0.35720, -4.06142], [-1.03670, -0.73834, -5.11600], [-1.31705, 1.68038, -4.66161], [0.62632, 0.37309, -3.56262], [1.36608, -0.81821, -3.67907], [2.73571, -0.81590, -3.44675], [3.36763, 0.38960, -3.21601], [2.67300, 1.57863, -2.99518], [3.49710, 2.92332, -2.97312], [3.32509, 3.78820, -1.72522], [3.14353, 3.71815, -4.23446], [5.00886, 2.65118, -3.03433], [1.25659, 1.47774, -2.89984], [0.49160, 2.36362, -2.04042], [0.12137, 3.70386, -2.49053], [-0.48839, 4.34424, -1.28282], [-0.74310, 3.21702, -0.36937], [-1.54282, 3.44136, 0.81762], [-2.97291, 3.51862, 0.73200], [-3.84771, 3.62016, -0.56718], [-5.28369, 3.11665, -0.32708], [-3.32262, 2.77136, -1.70965], [-3.96066, 5.10482, -0.94406], [-3.69832, 3.64069, 1.91253], [-3.08348, 3.59725, 3.14911], [-1.70004, 3.60732, 3.21323], [-0.91336, 3.69253, 2.06392], [0.53787, 4.25965, 2.28070], [0.96638, 4.10281, 3.74870], [0.51510, 5.74987, 1.91678], [1.61623, 3.55599, 1.47965], [-0.04872, 2.09305, -0.79461], [0.35712, 0.95113, 0.00751], [-0.42453, 0.55937, 1.19134], [-1.83348, 0.43136, 1.13067], [-2.56734, 0.21294, 2.27764], [-1.85549, 0.28387, 3.49654], [-2.48915, 0.92702, 4.58966], [-1.76567, 1.25655, 5.55993], [-3.70379, 1.20905, 4.49454], [-0.45850, 0.13902, 3.58204], [0.24521, 0.24752, 2.39536], [-1.40746, 0.49797, -1.96645], [-2.77609, 0.10934, -3.05270], [-1.54796, -1.11181, -2.68055], [-0.32119, -0.61728, -5.93577], [-0.92585, -1.73724, -4.68202], [-2.05598, -0.68201, -5.51473], [-0.51088, 2.16366, -5.23057], [-2.15925, 1.49149, -5.34477], [-1.71281, 2.35563, -3.89598], [0.87427, -1.76259, -3.92234], [3.30669, -1.74433, -3.49534], [4.45385, 0.38404, -3.24661], [3.65797, 3.24683, -0.83460], [3.94351, 4.69960, -1.82901], [2.29466, 4.10631, -1.56653], [3.51682, 3.19361, -5.12367], [2.06600, 3.84647, -4.36847], [3.61034, 4.71260, -4.19676], [5.29317, 2.15270, -3.96969], [5.55480, 3.60554, -2.99363], [5.31945, 2.04906, -2.16896], [0.99100, 4.25534, -2.86080], [-0.59356, 3.65992, -3.32345], [0.22086, 5.04461, -0.81712], [-1.40084, 4.90560, -1.50839], [-5.87349, 3.80283, 0.29177], [-5.80960, 3.03185, -1.28830], [-5.28158, 2.12538, 0.14382], [-2.29061, 3.00720, -1.94878], [-3.37447, 1.70628, -1.45251], [-3.91235, 2.95223, -2.62192], [-2.98696, 5.57505, -1.10953], [-4.55909, 5.23442, -1.85556], [-4.44928, 5.65772, -0.13044], [-4.78315, 3.73989, 1.90928], [-3.67585, 3.61771, 4.05488], [-1.25264, 3.62233, 4.20298], [0.84744, 3.06042, 4.07711], [2.02588, 4.36299, 3.86731], [0.39686, 4.76310, 4.41268], [0.15176, 5.90714, 0.89390], [-0.14638, 6.29732, 2.60026], [1.52244, 6.18028, 1.99198], [1.41106, 3.57013, 0.41031], [2.58343, 4.05857, 1.63389], [1.73706, 2.51471, 1.79361], [1.44744, 1.00148, 0.17046], [-2.34202, 0.50638, 0.16739], [-3.64658, 0.03960, 2.28948], [0.02399, -0.03455, 4.54070], [1.32418, 0.12176, 2.38755], [3.46452, 0.41576, 1.77571], [3.60266, 0.07114, 0.37211], [3.43944, 1.14045, -0.59812], [5.37772, -0.52585, 0.03528], [6.22978, 0.51140, 0.10549], [5.76442, -1.45443, 0.93514], [5.45191, -1.07219, -1.21179], [2.39778, -1.22100, -0.02382], [1.05900, -0.97154, -0.54782], [0.29330, -2.19326, -0.57893], [-1.09138, -2.34121, -0.55800], [-2.07134, -1.60750, -0.58259], [-1.32415, -3.73649, -0.30464], [-0.16392, -4.43371, -0.21047], [0.81614, -3.49170, -0.38789], [2.17424, -3.67617, 0.00846], [2.78852, -4.97344, 0.18431], [2.21029, -6.03616, -0.12107], [3.96208, -4.97613, 0.63202], [2.89393, -2.49956, 0.27777], [0.91400, -0.36045, -1.49300], [3.88168, -2.57185, 0.71856]], "mulliken_charge": [-1.874, 1.866, -2.038, -1.354, -0.175, 0.195, -1.438, -0.216, 0.106, 2.262, -1.333, -1.690, -2.184, -0.817, 1.909, -1.901, 0.077, 1.511, -1.814, 0.429, 2.233, -2.084, -1.373, -1.825, -0.539, -1.486, 0.197, 0.511, 2.258, -2.217, -1.742, -0.774, -0.856, 1.384, 0.996, 0.401, -1.069, -0.628, 1.189, -0.672, -0.656, -0.868, 0.160, 0.223, 0.929, 0.410, 0.359, 0.395, 0.473, 0.170, 0.548, 0.098, 0.229, 0.460, 0.375, 0.137, 0.694, 0.121, 0.435, 0.203, 0.362, 0.462, 0.457, 0.216, 0.935, 0.509, 0.368, -0.047, 0.541, 0.384, 0.411, -0.451, 0.207, 0.897, 0.332, 0.444, 0.435, 0.270, 0.433, 0.355, 0.355, 0.390, 0.536, 0.225, 0.396, 0.445, -0.863, 0.947, 0.141, -1.781, 0.499, 0.496, 0.488, 0.367, -0.745, 0.663, -0.253, 0.554, -0.179, -0.183, -0.179, 0.152, 1.218, -0.785, 0.806, -0.673, -0.254, -0.551, 1.319, -1.540, 0.937, -0.605, -0.649, -0.541, 0.093, 0.919], "orbital_gap_ev": 5.81, "max_force_ev_per_a": 4.33, "homo_ev": -7.348, "energy_ev": -91817.713}